Record 1
Here is a cluster of 9 separate species, C22H54O8S8 in total at a distorted geometry from the OMol25 dataset. Energies are from ωB97M-V/def2-TZVPD.

Last column: Mulliken charge in e.
Geometry (Å):
O -2.137 5.808 -0.779  -0.529
C -0.911 0.857 -0.472  -0.387
H 1.016 1.150 -1.403  0.583
H 4.125 0.848 0.978  -0.050
H 7.770 1.549 -0.620  0.325
S -1.788 3.386 -4.425  0.308
C 0.777 -4.438 -0.938  -0.514
C -6.566 0.896 -0.004  -1.090
H -4.374 6.564 1.757  0.565
H 5.298 -3.943 -2.197  0.356
O 6.501 -1.066 0.907  -0.727
O -3.972 -2.427 1.775  -0.534
C -2.921 -3.464 3.989  -1.113
H -4.812 6.195 0.330  0.302
H 2.509 -1.642 -4.590  0.185
H 4.264 -1.430 -4.797  0.460
C 7.738 1.048 0.354  -1.173
S 3.882 -2.033 -2.380  0.673
C -1.583 -0.079 0.563  -0.022
C -0.914 -1.128 1.167  -0.831
H -2.697 0.100 0.698  0.083
C 4.004 -2.783 4.815  -1.045
H -0.034 2.495 -3.177  0.120
H 0.949 -5.424 -0.656  0.466
C 0.272 -2.691 -2.885  -0.336
H 7.527 1.761 1.374  0.221
H -0.732 -2.522 -2.369  0.287
H -3.881 7.741 0.758  0.343
H -3.183 -4.159 4.618  0.654
O 1.556 -3.216 4.641  -0.627
H -1.605 -1.834 1.642  0.259
H -7.208 0.496 0.581  0.520
H 4.334 -3.028 5.809  0.429
O -2.801 2.419 -3.759  -0.516
H 1.170 -2.024 1.378  0.302
H -1.003 3.643 -2.171  -0.002
C 0.406 -1.354 0.816  -0.122
S -5.625 -0.547 -0.616  0.777
C 3.588 -2.116 -4.224  -0.980
H -3.208 5.221 -4.806  0.390
S -2.490 5.712 0.695  0.375
H 8.357 0.444 0.634  0.486
H -5.338 0.802 -2.456  0.557
C -2.963 4.010 1.056  -0.686
H -5.805 1.704 0.279  0.093
C -2.451 5.071 -4.051  -0.919
C -0.421 3.505 -3.248  -0.671
H -2.237 -3.963 3.175  0.228
H 5.068 2.083 0.957  0.686
H -4.344 -1.249 5.086  0.417
H -5.624 -0.946 3.877  0.393
H -0.119 -3.969 -0.505  0.199
H 2.061 -0.433 3.098  0.353
H -1.707 5.875 -4.231  0.344
H 6.123 -2.150 -3.013  0.280
H 4.821 -2.100 4.773  0.385
O 2.125 -4.633 -3.120  -0.583
H 4.093 -3.640 4.041  0.295
C 1.105 -0.479 0.019  -0.473
S 0.656 -4.424 -2.700  0.338
H 2.828 -2.063 2.725  0.217
S 2.473 -2.007 4.953  0.370
H 5.686 -2.706 -1.351  0.322
H 3.614 -3.265 -4.662  0.283
H 1.637 -3.861 -0.904  0.025
C -4.688 0.193 -2.002  -1.081
C 5.147 1.168 1.214  -1.015
H 0.127 -2.511 -3.962  0.392
H 1.121 -1.944 -2.495  -0.256
S 6.130 0.151 0.162  0.844
H 5.267 1.057 2.257  0.416
H -3.791 3.515 0.429  0.210
C 5.460 -2.840 -2.323  -0.915
H 2.157 -0.661 0.033  0.523
H 0.268 4.185 -3.428  0.664
C 0.443 0.643 -0.690  -0.679
O 4.138 -0.583 -2.143  -0.649
S -4.399 -2.794 3.220  0.420
C -3.958 6.687 0.949  -1.176
H -3.960 -0.299 3.763  0.180
C 2.840 -1.223 3.431  -0.768
C -4.663 -1.254 4.053  -0.918
H -3.991 0.812 -1.794  0.253
H -2.137 3.401 1.065  0.212
H -1.268 1.743 -0.720  0.661
H -4.446 -0.647 -2.773  0.290
H -2.944 5.103 -3.172  0.251
O -6.667 -1.340 -1.416  -0.754
H -2.431 -2.756 4.608  0.304
H -7.206 1.031 -0.824  0.449
H -3.155 3.860 2.210  0.389
H 3.727 -0.842 3.536  0.430

Cartesian forces, eV/Å:
O -0.7 -0.3 1.3
C 2.2 -5.9 4.7
H 0.7 1.1 -0.8
H -0.1 -0.5 0.3
H 1.1 0.4 0.6
S -1.6 -0.1 1.8
C -2.0 1.0 -0.8
C 6.0 2.0 -4.0
H -3.4 -1.3 9.3
H 0.5 0.6 -1.8
O -0.8 -1.7 0.6
O -0.7 -0.5 2.2
C 2.2 2.2 -4.2
H 1.5 1.1 0.1
H 2.5 -1.4 1.6
H 0.1 -0.8 0.9
C -9.4 9.0 -0.4
S -1.3 0.1 -1.7
C -0.1 2.7 -2.7
C -2.3 0.0 -1.2
H 1.6 -0.5 0.1
C 2.6 -1.9 0.8
H 0.4 -0.1 -0.2
H 0.2 -1.6 0.7
C 0.2 1.9 0.7
H 0.9 -1.4 -3.2
H 1.4 0.0 -0.6
H 0.6 0.2 -0.5
H -1.8 -4.2 3.3
O 0.5 2.2 0.6
H 0.7 0.2 0.4
H -3.6 -2.3 5.4
H -0.6 -1.7 0.7
O 1.7 1.4 -1.1
H -2.2 0.5 -0.9
H 1.6 0.1 -2.7
C 3.1 -0.1 1.6
S -0.6 -1.2 -1.6
C -2.1 -1.2 -2.3
H -0.3 0.0 -0.4
S 1.7 0.3 -0.9
H 7.2 -7.0 2.3
H -3.1 2.0 -2.0
C -3.7 0.0 2.0
H -1.7 -1.0 -0.1
C 1.6 -0.1 -4.0
C -5.3 -3.7 3.9
H -1.4 1.4 1.5
H 0.4 6.6 -2.0
H -0.7 -0.7 0.6
H -2.5 0.6 -0.1
H 0.5 -0.3 0.1
H 1.2 -1.3 0.6
H -0.2 -0.7 0.5
H -0.8 -2.4 1.1
H 0.6 1.1 -1.3
O -1.8 0.2 0.3
H -0.5 1.6 1.4
C -1.8 1.5 -1.0
S 1.7 -0.5 -1.3
H 0.1 0.4 -0.1
S -1.9 -2.6 -0.7
H 1.4 1.4 3.5
H 0.0 3.1 1.4
H 1.7 1.2 1.1
C -2.9 -6.5 -1.0
C -1.9 -5.8 0.7
H 0.1 -0.1 0.4
H -2.0 -1.9 -0.6
S 2.1 0.6 0.0
H 0.7 -0.3 1.1
H 1.1 1.1 0.8
C -0.5 0.4 -2.8
H 0.7 0.3 -0.8
H 3.1 3.3 -0.9
C -0.3 -3.3 2.1
O 0.1 0.2 0.2
S 0.8 0.3 -3.2
C 0.7 -1.1 -9.1
H -1.4 -2.6 -0.3
C -6.8 -0.2 -2.3
C 4.6 2.7 0.3
H 5.7 3.5 1.9
H 2.5 -1.1 -1.0
H -2.4 3.5 -1.7
H -0.1 1.4 1.8
H -1.0 -0.1 3.3
O 0.8 0.7 1.3
H 0.9 1.0 0.0
H -0.4 1.4 -1.7
H -0.4 0.9 -2.0
H 5.0 2.5 0.2

- E_HOMO: -8.3 eV
- LUMO: 0.1 eV
- E_tot: -4657.35152 a.u.
- Gap between HOMO and LUMO: 8.382 eV
- ΔE to the lowest compared entry with this formula, charge and spin: 0.861 eV


Record 2
Here is a cluster of 7 separate species, C22H56N2O7 in total at a distorted geometry from the OMol25 dataset. Energies are from ωB97M-V/def2-TZVPD.

Last column: Mulliken charge in e.
Geometry (Å):
H -1.974 0.436 3.913  0.212
N 3.076 -2.930 -1.254  0.864
H 1.091 5.138 1.625  0.436
O -2.451 2.255 1.913  -0.403
C 0.557 4.551 2.373  -1.227
H 0.892 2.328 -3.069  0.344
C -3.889 2.164 -2.420  0.059
H -4.136 -0.081 2.233  0.267
H -1.856 1.803 4.914  0.552
O 4.447 -3.197 -1.424  -0.587
O -3.681 -0.765 1.742  -0.612
H -2.652 4.913 1.097  0.369
H 2.742 -0.390 0.093  0.226
O -2.245 -0.986 -0.624  -0.418
C 0.712 -3.617 -1.679  -1.149
C 0.477 -3.549 -0.182  -1.225
H -3.939 -1.580 2.172  0.238
H -4.767 3.948 -1.652  0.278
H 1.838 -4.334 -4.110  0.386
H 2.323 -0.770 -2.047  0.193
O -2.984 -2.983 -2.443  -0.587
H 0.098 -0.436 -2.004  -0.291
C -1.237 1.121 4.331  -2.046
H 1.848 -2.600 -3.627  0.394
H -0.614 0.386 1.463  -0.128
H -2.809 -1.157 0.131  0.235
H 4.372 -1.081 0.268  0.426
O -3.807 1.759 -1.057  -0.395
H 0.980 1.046 1.678  -0.085
H 4.721 -2.402 -1.888  0.360
O 2.100 0.023 -2.541  -0.748
H -2.460 -1.681 -1.246  0.277
C 3.332 -3.635 1.170  -1.905
C 0.266 1.439 -2.994  -1.197
C -4.934 3.256 -2.477  -1.272
H 2.487 -5.763 -0.852  0.291
H 3.356 -3.299 -3.727  0.365
H -1.327 5.831 0.749  0.433
H -0.317 4.142 -0.655  0.470
C 2.177 -3.875 -2.032  1.652
H 1.000 -2.280 1.363  0.371
H 0.358 5.227 3.205  0.395
H 2.110 -6.019 -2.523  0.466
H 3.078 -3.383 2.200  0.412
C 2.830 -2.567 0.170  1.668
H 0.859 -1.438 -0.098  -0.651
C 2.325 -3.572 -3.502  -1.721
H -4.231 1.331 -3.034  0.298
H -2.923 2.499 -2.797  0.161
H 4.408 -3.750 1.038  0.418
C 0.087 0.736 2.221  -0.839
H 1.979 2.949 2.199  0.235
C 0.739 2.543 3.907  -1.346
H 0.786 -4.462 0.328  0.451
C 2.615 -5.331 -1.844  -1.821
H 0.322 2.821 4.875  0.468
C 0.809 0.388 -2.065  1.758
H 3.246 -0.905 1.651  0.304
H 0.379 -2.659 -2.077  0.117
C -0.485 1.824 3.186  1.775
H -2.676 -3.823 -2.105  0.277
H -4.859 3.823 -3.405  0.375
H 0.771 2.992 0.227  0.235
H 2.274 3.872 3.609  0.403
H -5.918 2.796 -2.393  0.290
H 0.109 1.071 -4.008  0.442
C -1.644 5.084 1.476  -2.093
H -3.349 -3.189 -3.304  0.257
C -0.223 3.438 0.172  -1.263
H 0.015 -4.344 -2.096  0.372
N -1.292 2.839 2.454  0.183
H -0.900 2.644 -0.141  0.041
C 1.462 3.496 2.987  -0.600
H -0.731 1.712 -2.649  -0.071
H -0.557 0.505 4.920  0.385
H -2.064 1.694 1.236  0.125
C 3.334 -1.157 0.594  -1.552
H -1.963 5.580 2.393  0.410
H 0.895 0.821 -1.069  -0.590
H -0.570 -3.348 0.042  0.503
C -0.698 3.969 1.586  1.945
H 1.453 1.788 4.236  0.400
C 1.311 -2.338 0.320  0.017
H -3.331 0.926 -1.041  0.244
H 0.393 -0.137 2.797  0.591
H 2.990 -4.658 1.014  0.313
H 3.665 -5.434 -2.117  0.392

Cartesian forces, eV/Å:
H 0.0 -0.2 -0.2
N -1.3 1.4 0.5
H 0.2 0.1 0.0
O 0.7 0.3 -0.1
C 0.1 -0.5 -0.2
H 0.1 0.0 0.2
C -0.5 0.1 0.3
H 0.0 0.5 0.0
H 0.5 0.2 0.3
O 0.0 -0.2 -0.3
O 0.1 -0.3 0.0
H 0.0 -1.2 -0.4
H 0.2 0.0 -0.3
O 0.5 0.4 -0.1
C -0.5 -0.1 0.9
C 0.6 1.0 -0.2
H -0.1 -0.3 0.1
H -0.1 0.0 0.0
H 0.4 0.1 -0.2
H 0.5 -0.5 0.0
O 0.0 -0.1 0.1
H 0.1 -0.3 -0.1
C -1.2 -0.1 -1.2
H -0.4 0.0 -0.5
H -0.3 -0.1 0.1
H -0.3 0.3 0.5
H 0.2 0.4 0.3
O 0.1 0.0 -0.2
H 0.0 0.3 0.0
H 0.4 0.0 -0.1
O -0.4 -0.3 0.2
H -0.1 -0.2 -0.6
C 0.4 -0.2 -0.4
C -0.7 0.1 -0.3
C 0.2 0.1 -0.1
H 0.0 0.3 0.2
H 0.2 -0.9 -0.4
H 0.6 0.2 0.3
H 0.4 0.4 0.3
C 0.6 -0.7 0.6
H 0.7 0.3 0.4
H -0.9 0.1 -0.2
H -0.4 0.2 -0.1
H 0.2 0.2 0.0
C -2.0 0.2 0.9
H 0.6 0.1 -0.5
C 0.2 1.7 0.2
H 0.1 -0.2 -0.2
H 0.2 0.1 0.0
H 0.2 0.3 0.3
C 0.0 0.0 0.3
H -0.1 -0.4 0.0
C -1.4 -1.5 -0.9
H 0.0 -0.1 0.0
C 0.2 -0.6 0.2
H 0.1 1.4 -0.2
C 0.3 0.8 -0.5
H 0.1 -0.7 0.1
H 0.2 0.1 -0.2
C 1.8 0.1 -0.4
H 0.1 -0.3 0.1
H -0.1 -0.1 -0.1
H 0.1 0.2 -0.1
H 0.1 0.8 -0.3
H -0.1 0.3 0.1
H 0.2 -0.3 0.0
C -2.6 1.6 -0.7
H -0.1 0.1 -0.3
C -0.8 -0.3 0.9
H 0.4 -0.4 -0.5
N 0.4 1.4 1.4
H -0.1 -0.2 0.1
C 0.3 -0.1 0.3
H 0.0 0.3 0.1
H 0.1 0.3 0.2
H -0.6 -0.5 -0.7
C 1.0 -0.4 -1.3
H 0.9 0.0 0.4
H 0.0 0.0 0.3
H -0.1 -0.1 0.0
C 1.7 -2.0 1.2
H 0.0 -0.5 -0.3
C -1.6 -2.3 0.6
H 0.2 -0.4 0.2
H -0.1 -0.1 0.1
H -0.5 0.2 -0.3
H 0.1 0.2 0.2

- E_HOMO: -8.0 eV
- SMILES string: CC1(C)CCCC(C)(C)N1O.CC1(C)CCCC(C)(C)N1O.CCO.CCO.O.O.O
- LUMO: 0.1 eV
- E_tot: -1507.87747 a.u.
- Gap between HOMO and LUMO: 8.070 eV
- ΔE to the lowest compared entry with this formula, charge and spin: 1.263 eV


Which formula does entry 2 have?
C22H56N2O7